No. 1
10
Properties=species:S:1:pos:R:3 method="wB97M-V/def2-TZVPD" gap_ev=10.559 e_homo_ha=-0.3555 smiles="O=CN1CC1" e_tot_ev=-6727.61945 relative_energy_kj_mol=188.5
C 0.7409 -0.9979 -1.0783
C -0.1952 1.1328 0.1274
C -0.5958 -0.1187 0.9281
H 1.1054 -0.3870 -1.9917
H 0.6074 1.7781 0.5801
H -0.9991 1.7337 -0.4048
H -1.6368 -0.3155 1.0635
H -0.0302 -0.4368 1.8125
N 0.1088 -0.1892 -0.2179
O 0.8946 -2.1994 -0.8189

=====

No. 2
10
Properties=species:S:1:pos:R:3 method="wB97M-V/def2-TZVPD" gap_ev="8.505 / 9.830" e_homo_ha="-0.2943 / -0.3294" e_tot_ev=-7629.91125 relative_energy_kj_mol=552.5
C 0.2318 -0.9402 0.5624
N -0.9025 -0.2092 -0.0434
N -0.9953 1.0243 0.3533
N 1.4829 0.9447 0.1920
O 1.3160 -0.3583 -0.1414
H 0.1187 -0.6357 1.6913
H 0.1313 -1.9136 0.2376
H -0.7370 -0.5164 -1.0870
H -1.2919 1.7144 -0.4593
H 1.7333 1.4684 -0.7217

=====

No. 3
109
Properties=species:S:1:pos:R:3 method="wB97M-V/def2-TZVPD" gap_ev="3.246 / 3.227" spin_multiplicity=4 e_homo_ha="-0.1654 / -0.2714" e_tot_ev=-132671.64462 relative_energy_kj_mol=102.9
Au -0.1664 2.2314 3.0289
C 2.4608 2.7382 5.6296
P 1.9264 2.9712 3.9101
C 3.2284 1.8589 3.1513
C 2.4510 4.5480 3.3647
C 3.4596 5.3788 3.9420
C 3.8375 6.5924 3.3681
C 3.1166 7.0517 2.2517
C 2.1991 6.2600 1.5769
C 1.8080 5.0189 2.1844
P 0.6309 3.9132 1.4473
C 1.5128 3.4340 -0.0470
C -0.7887 4.8557 0.7240
H 3.5095 2.7475 5.8747
H 1.9354 1.8056 5.9801
H 2.0586 3.6154 6.1447
H 3.6255 2.3081 2.2661
H 2.8215 0.8839 2.8944
H 3.9837 1.7678 3.9082
H 4.0177 5.0286 4.7918
H 4.7322 7.1279 3.7654
H 3.1497 8.1267 2.0036
H 1.6645 6.6514 0.7211
H 1.8456 4.2720 -0.6124
H 0.9533 2.7176 -0.6999
H 2.4647 2.9734 0.1686
H -1.2601 4.3278 -0.1015
H -0.4761 5.8603 0.4390
H -1.5474 4.9523 1.5161
C -1.5603 -0.2231 4.8424
C -1.6053 -0.5555 3.3489
O -1.7441 -1.6561 2.8285
N -1.4891 0.6533 2.6318
Te 1.5931 -2.4997 -0.1136
C 2.7215 -4.0579 0.8403
C 2.2373 -4.5703 2.0849
C 0.8134 -4.1259 2.5654
C 3.1085 -5.3211 2.8416
C 4.4453 -5.4828 2.5405
C 5.4390 -6.1199 3.5368
C 4.9316 -5.0468 1.2836
C 4.0839 -4.3060 0.4517
C 4.6908 -3.5550 -0.6567
C 1.1323 -3.7094 -1.9683
C 1.3200 -3.0167 -3.2242
C 1.5618 -1.5256 -3.2230
C 1.2273 -3.7753 -4.4195
C 0.8842 -5.1430 -4.4165
C 1.0186 -5.9568 -5.6799
C 0.5030 -5.7215 -3.2265
C 0.5613 -4.9836 -1.9906
C 0.2288 -5.7253 -0.7292
H -2.2920 0.5545 4.9474
H -0.6014 -0.0107 5.2337
H -1.8425 -1.1108 5.3001
H 0.8309 -3.1094 2.9046
H 0.6216 -4.7952 3.3849
H 0.0720 -4.2359 1.7745
H 2.6346 -5.8167 3.6919
H 5.9193 -6.9427 3.0770
H 4.9755 -6.4586 4.4965
H 6.2064 -5.3835 3.9288
H 5.9434 -5.3006 0.9755
H 4.7142 -2.4703 -0.5907
H 4.2492 -3.7150 -1.6225
H 5.7614 -3.8750 -0.7486
H 2.3891 -1.3104 -2.5455
H 0.6458 -0.9300 -2.8954
H 1.8078 -1.2566 -4.2518
H 1.2854 -3.3317 -5.4095
H 1.7172 -6.7853 -5.5459
H 1.3156 -5.3739 -6.5114
H 0.0863 -6.4223 -6.0113
H 0.1138 -6.7411 -3.1945
H -0.7148 -6.2810 -0.8079
H 0.1598 -4.9929 0.1141
H 1.0641 -6.3260 -0.4202
S -6.8467 -1.9539 0.2508
C -5.4652 -0.9117 0.1079
S -3.9735 -1.5286 0.7745
C -3.3531 0.1561 0.7945
N -4.2424 1.0782 0.5107
N -5.3111 0.4555 -0.2179
C -6.1737 1.2181 -0.9751
C -5.8981 2.5948 -1.1574
C -6.8175 3.4367 -1.7583
C -8.0434 2.9567 -2.1734
C -8.3142 1.5804 -2.1414
C -7.3597 0.7643 -1.5828
S -1.6980 0.6005 0.9402
H -4.9485 2.8763 -0.8549
H -6.5664 4.4625 -1.9516
H -8.8179 3.6775 -2.5488
H -9.2339 1.1699 -2.6041
H -7.4321 -0.3937 -1.6132
Cl -4.6473 5.8868 -4.5506
C -3.5515 4.5630 -4.3556
C -3.2198 3.7344 -5.3911
C -2.1796 2.7401 -5.2160
C -1.6383 2.4984 -3.9719
C -2.0489 3.2881 -2.8606
C -2.9724 4.3695 -3.0685
C -0.6436 1.4432 -3.7021
O -0.3918 1.2501 -2.4672
O -0.1043 0.8258 -4.6917
H -3.6551 3.8569 -6.3883
H -1.7036 2.1437 -6.0300
H -1.6860 3.0757 -1.8795
H -3.3814 4.9110 -2.2411